75
Properties=species:S:1:pos:R:3:forces:R:3 method="wB97M-V/def2-TZVPD" e_homo_ha="-0.36769 / -0.38285" multiplicity=3 s_squared=2.021 lumo_energy_ev="-2.908 / -3.790" total_charge=+1
Mo 0.11530 0.30629 0.23309 -0.1 0.1 -0.8
C 1.49956 -5.29569 4.62230 0.0 0.1 -0.1
C 0.87871 -4.16417 3.84259 0.1 -0.1 0.1
C -0.25005 -3.48883 4.29163 -0.1 0.0 0.0
C -0.77272 -2.42298 3.58829 0.0 0.0 0.1
C -0.20552 -1.96128 2.39068 -0.1 0.1 -0.2
N -0.63832 -0.79398 1.77274 0.0 0.1 0.6
C -1.80822 -0.12154 2.22815 0.1 -0.3 0.0
C -1.91157 0.44186 3.49795 0.0 0.1 0.0
C -3.02560 1.17097 3.87422 0.0 0.0 0.0
C -4.07866 1.38568 2.98697 -0.1 0.0 0.1
C -5.28343 2.20423 3.37267 0.1 0.0 0.0
C -3.98404 0.82771 1.72035 -0.1 0.1 -0.1
C -2.88128 0.06992 1.35452 0.0 -0.1 -0.2
N -2.84987 -0.51931 0.05822 0.0 0.0 0.1
C -3.88656 -0.95639 -0.69153 0.0 0.0 0.0
C -3.37383 -1.43565 -1.87030 0.0 0.0 -0.1
C -1.98971 -1.25359 -1.76103 0.0 -0.1 0.0
N -1.68527 -0.70898 -0.59434 -0.3 0.0 0.0
C 0.83444 -2.74892 1.86366 0.0 0.0 -0.2
C 1.38725 -3.78307 2.61475 0.1 0.0 -0.1
N 1.32436 -2.58738 0.51700 -0.2 0.0 0.1
C 2.10428 -3.46388 -0.14947 0.0 -0.1 0.0
C 2.22090 -3.05014 -1.45403 0.0 0.0 0.0
C 1.46248 -1.88958 -1.52077 -0.1 0.0 0.0
N 0.91005 -1.61625 -0.33541 0.4 -0.2 -0.2
H 1.07741 -5.35736 5.62428 0.0 0.0 0.0
H 1.32878 -6.25501 4.13004 0.0 0.0 0.0
H 2.57837 -5.16396 4.71905 0.0 0.0 0.0
H -0.72442 -3.79504 5.21709 0.0 0.0 0.0
H -1.64469 -1.91537 3.97367 0.0 -0.1 0.0
H -1.09230 0.30382 4.19382 0.0 0.0 0.0
H -3.07046 1.59990 4.86888 0.0 0.0 0.0
H -5.18372 2.60226 4.38088 0.0 0.0 0.0
H -5.42259 3.04306 2.68829 0.0 0.0 0.0
H -6.19042 1.59883 3.33680 0.0 0.0 0.0
H -4.77370 1.00401 0.99826 0.0 0.0 0.0
H -4.89808 -0.92823 -0.32339 0.0 0.0 0.0
H -3.92050 -1.86497 -2.69193 0.0 0.0 0.0
H -1.21395 -1.48848 -2.47114 0.0 0.0 0.0
H 2.24225 -4.32463 2.23313 0.0 0.0 0.0
H 2.49573 -4.34472 0.32313 0.0 0.0 0.0
H 2.77170 -3.52653 -2.24692 0.0 0.0 0.1
H 1.29838 -1.23334 -2.35847 0.0 0.0 0.0
Cl -2.39036 3.30599 -2.95239 0.0 0.0 0.0
C -1.84890 3.72098 -1.37250 -0.1 0.1 -0.1
C -2.11137 5.00330 -0.84742 -0.1 0.0 -0.1
C -1.70508 5.35251 0.40658 0.0 0.0 0.1
Cl -2.04928 6.93597 1.01736 0.0 0.0 0.0
C -1.00398 4.42656 1.21846 0.0 0.0 0.0
C -0.53054 4.65494 2.52464 0.0 0.1 0.0
C 0.12683 3.64986 3.18086 0.0 0.0 0.1
C 0.31524 2.41331 2.55406 0.0 0.0 0.0
N -0.11035 2.15769 1.33157 -0.1 0.6 0.4
C -0.75999 3.16020 0.66637 0.1 -0.2 0.0
C -1.17022 2.79157 -0.62808 0.1 -0.3 0.1
O -0.88816 1.55923 -1.01233 0.0 0.1 0.0
H -2.64627 5.72024 -1.45656 0.0 0.0 0.0
H -0.69064 5.61637 2.99530 0.0 0.0 0.0
H 0.50262 3.79060 4.18523 0.0 0.0 0.0
H 0.82035 1.61434 3.07427 0.0 0.0 0.0
F 5.74861 2.35981 -0.33005 0.0 0.1 0.0
C 5.30654 1.12651 -0.61774 0.0 0.0 0.1
F 4.83945 1.14204 -1.86084 -0.1 0.0 -0.2
F 6.37517 0.31163 -0.59748 0.1 0.0 0.0
C 4.28956 0.67480 0.40386 0.0 0.0 0.0
C 4.77065 0.21524 1.61359 0.0 0.0 0.0
C 3.89593 -0.20030 2.61404 0.1 0.0 0.0
C 2.55138 -0.14204 2.35658 -0.2 0.0 0.0
N 2.07398 0.32090 1.19358 0.2 -0.1 0.0
C 2.90137 0.74060 0.20576 0.1 0.1 0.1
S 1.99110 1.30330 -1.14513 -0.1 -0.1 0.2
H 5.84068 0.17054 1.77345 0.0 0.0 0.0
H 4.25410 -0.56663 3.56521 0.0 0.0 0.0
H 1.82028 -0.47233 3.08489 0.0 0.0 0.0



70
Properties=species:S:1:pos:R:3:forces:R:3 method="wB97M-V/def2-TZVPD" e_homo_ha="0.03378 / 0.03394" lumo_energy_ev="3.762 / 3.764" total_charge=-2 de_lowest_kcal_mol=18.5
Ga -1.33584 -0.82406 -2.18597 -1.1 0.1 -1.1
C 1.62011 -3.23109 -2.10506 0.1 0.1 -0.1
C 0.32178 -3.70042 -1.55615 0.1 -0.1 -0.1
N -0.68269 -2.92260 -1.28900 -0.1 0.1 0.5
C -1.75437 -3.63066 -0.77642 -0.4 0.2 0.0
C -1.56842 -4.96833 -0.69590 0.1 0.0 -0.1
S -0.01641 -5.38876 -1.30606 0.0 0.0 0.1
C -2.98802 -2.89178 -0.42510 0.4 -0.3 -0.2
C -4.11869 -3.39234 0.12699 -0.1 0.1 -0.1
S -5.30814 -2.15340 0.23451 0.1 0.0 0.1
C -4.15144 -1.00623 -0.39341 -0.2 -0.1 -0.2
N -3.02725 -1.55537 -0.73261 0.4 -0.1 0.7
C -4.50333 0.39472 -0.71382 0.0 0.2 0.0
H 1.47331 -2.26038 -2.58619 0.0 0.0 0.0
H 1.99888 -3.92408 -2.85713 0.0 0.0 0.0
H 2.37626 -3.13267 -1.32362 0.0 0.0 0.1
H -2.25800 -5.71076 -0.33916 -0.1 -0.1 0.0
H -4.30858 -4.39294 0.46941 0.0 -0.1 0.0
H -5.47367 0.66646 -0.29977 0.0 0.0 0.0
H -4.52267 0.51039 -1.80533 0.0 0.0 0.0
H -3.72545 1.07450 -0.36044 0.0 -0.1 0.0
S 0.28525 -0.39661 -4.22228 0.3 0.1 0.0
C 1.54526 0.56276 -3.53525 0.2 -0.3 -0.2
C 2.89414 0.21569 -3.78283 -0.1 0.0 0.0
C 3.94677 1.00032 -3.35838 0.3 -0.1 -0.1
C 5.29052 0.61141 -3.70827 0.0 0.0 0.0
N 6.35945 0.29284 -4.00060 -0.2 0.0 0.1
C 3.70136 2.17674 -2.62671 0.3 0.1 0.1
C 2.38442 2.47909 -2.29900 -0.1 0.1 0.1
C 1.31620 1.69641 -2.71399 0.1 -0.1 0.1
S -0.31975 2.15836 -2.23661 -0.5 0.2 0.3
C 4.77385 3.03581 -2.22079 0.0 0.0 0.0
N 5.63297 3.74236 -1.91041 -0.1 -0.1 0.0
H 3.09895 -0.66758 -4.37323 0.0 0.0 0.0
H 2.18291 3.35277 -1.69196 0.0 0.0 0.0
C -1.04246 0.86224 -1.21860 0.9 -0.3 0.0
Ge -0.31561 0.82027 0.53442 -0.4 0.2 0.0
C -0.76134 -0.84181 1.52955 0.0 0.0 0.0
C -1.96403 -0.92923 2.23343 0.0 0.0 0.0
C -2.34850 -2.09536 2.87894 -0.1 0.0 0.1
C -1.53232 -3.21527 2.83664 0.0 0.0 0.0
C -0.33564 -3.15746 2.13966 0.0 0.0 0.1
C 0.03597 -1.98504 1.49569 0.0 0.0 0.1
C -1.19323 2.22336 1.66506 0.0 -0.1 0.0
C -1.11416 2.24906 3.05767 0.1 0.0 0.0
C -1.75698 3.22725 3.80445 0.0 0.0 0.0
C -2.49048 4.21661 3.16277 0.0 0.0 0.0
C -2.57449 4.21399 1.77813 0.0 0.0 0.0
C -1.93585 3.22291 1.04200 -0.1 0.0 0.0
C 1.60035 1.21992 0.84859 0.1 0.0 0.0
C 1.98474 2.48847 1.28220 0.0 0.0 0.0
C 3.32230 2.82645 1.44242 0.0 0.1 0.0
C 4.31421 1.89795 1.17276 0.0 0.0 0.0
C 3.95585 0.63252 0.73170 0.1 0.0 -0.1
C 2.61784 0.30634 0.56921 0.0 0.1 -0.1
H -2.62077 -0.06851 2.27363 0.0 0.1 0.0
H -3.29867 -2.13441 3.40008 0.0 0.0 0.0
H -1.83829 -4.13414 3.32214 0.0 0.0 0.0
H 0.30122 -4.03207 2.07761 0.0 0.0 0.0
H 0.96127 -1.98006 0.94048 0.1 0.0 -0.1
H -0.53780 1.48725 3.57187 0.0 0.0 0.0
H -1.68646 3.21985 4.88684 0.0 0.0 0.0
H -2.99785 4.98133 3.74039 0.0 0.0 0.0
H -3.14317 4.98388 1.26883 0.0 0.0 0.0
H -2.01732 3.20567 -0.03898 0.0 0.0 -0.1
H 1.22629 3.23483 1.48624 0.0 0.0 0.0
H 3.59120 3.82469 1.76686 0.0 0.0 0.0
H 5.35765 2.16693 1.26772 0.0 0.0 0.0
H 4.72367 -0.09011 0.47886 0.0 0.0 0.0
H 2.37319 -0.66884 0.17129 0.0 -0.1 0.0



72
Properties=species:S:1:pos:R:3:forces:R:3 method="wB97M-V/def2-TZVPD" e_homo_ha=-0.01778 lumo_energy_ev=3.885 total_charge=-2 de_lowest_kcal_mol=0.0
Li 0.75400 0.32520 0.93440 0.6 0.1 0.6
S 6.00740 -0.88290 5.96430 0.5 -0.1 0.4
C 4.83600 -0.64880 4.81510 -0.5 0.0 -0.5
S 3.14560 -0.83520 5.12700 0.6 0.3 -0.7
C 2.52850 -0.41560 3.51220 1.1 -0.1 0.2
C 3.49500 -0.13840 2.58150 0.1 -0.4 1.0
S 3.28200 0.29230 0.94760 0.0 0.5 -1.1
S 5.16310 -0.21470 3.17140 -0.6 -0.2 0.6
S 0.84580 -0.38030 3.34260 -1.1 0.0 -0.1
O -2.29730 -0.26850 -0.09610 -0.3 0.0 0.1
C -2.74790 1.06680 -0.16940 0.7 0.3 0.0
C -1.47270 2.03290 -0.16340 -0.3 -0.5 -0.2
O -1.63050 3.20270 -0.48430 -0.3 0.6 -0.1
O -0.42880 1.44600 0.19550 0.1 0.1 0.0
C -3.51260 1.44170 1.07130 -0.2 0.0 0.3
C -3.18240 0.84180 2.28370 0.0 0.0 -0.2
C -3.87150 1.17080 3.43450 0.0 0.0 0.2
C -4.89100 2.10800 3.39490 -0.1 0.0 0.1
C -5.19950 2.73200 2.19720 -0.1 0.1 0.1
C -4.50940 2.41110 1.04270 0.1 -0.1 0.0
C -3.60240 1.16170 -1.41600 0.1 0.0 0.0
C -4.79490 0.44230 -1.43960 0.1 0.0 0.0
C -5.59400 0.43680 -2.56670 -0.2 -0.1 0.0
C -5.21270 1.14950 -3.69190 -0.1 0.1 -0.2
C -4.02410 1.85820 -3.67820 -0.1 0.0 -0.2
C -3.21920 1.86060 -2.55090 0.1 0.0 0.0
H -1.35250 -0.21180 0.15460 0.0 -0.1 0.0
H -2.38310 0.11620 2.31260 0.1 -0.1 0.0
H -3.60670 0.69870 4.37010 0.0 0.0 0.1
H -5.43720 2.35700 4.29650 0.0 0.0 0.0
H -5.98430 3.47720 2.16510 0.0 0.1 0.0
H -4.74230 2.91220 0.11330 0.0 0.0 0.0
H -5.08310 -0.12020 -0.56340 0.0 0.0 0.1
H -6.52550 -0.11620 -2.57050 0.0 -0.1 0.0
H -5.84330 1.15370 -4.57320 0.0 0.0 0.0
H -3.72420 2.41950 -4.55300 0.1 0.0 -0.1
H -2.29940 2.42280 -2.53890 0.1 0.1 0.0
O 0.28790 -1.31880 0.23180 -0.6 0.8 1.3
As 0.59280 -2.19310 -1.06690 0.4 -1.5 -1.9
C 2.09150 -3.37540 -0.69840 -0.1 0.0 0.0
C 2.81090 -3.10630 0.46010 -0.4 0.4 0.1
C 3.88950 -3.89850 0.81200 0.1 -0.2 0.0
C 4.22600 -4.98810 0.02450 0.0 0.0 0.1
C 3.50930 -5.26240 -1.12980 0.0 -0.1 -0.2
C 2.45540 -4.44640 -1.50500 -0.2 0.1 -0.2
C -0.95970 -3.24720 -1.62550 0.1 0.1 -0.1
C -1.00320 -4.63470 -1.67800 0.4 0.0 0.1
C -2.12500 -5.27800 -2.17430 -0.2 -0.1 -0.1
C -3.22820 -4.54560 -2.58830 0.1 0.0 0.1
C -3.21080 -3.16230 -2.48780 -0.1 -0.1 -0.1
C -2.08090 -2.51850 -2.02160 0.3 0.3 0.1
C 1.02760 -1.16120 -2.66620 0.0 -0.2 0.1
C 2.07790 -0.25460 -2.57640 -0.1 0.0 0.4
C 2.43890 0.49340 -3.68320 0.1 0.0 -0.1
C 1.76480 0.33480 -4.88560 -0.1 0.0 0.1
C 0.71490 -0.56480 -4.97430 0.0 0.1 -0.1
C 0.34910 -1.31320 -3.86950 -0.2 -0.3 0.2
H 2.51400 -2.25840 1.06820 0.1 0.0 0.1
H 4.46180 -3.66490 1.69930 0.0 0.0 0.1
H 5.04700 -5.63060 0.31360 0.1 0.0 0.0
H 3.77440 -6.11600 -1.73920 0.0 0.0 -0.1
H 1.91130 -4.63920 -2.42210 0.0 -0.1 -0.1
H -0.15740 -5.21560 -1.32620 0.0 0.0 -0.1
H -2.14560 -6.35810 -2.24030 0.0 0.0 0.1
H -4.10370 -5.05360 -2.96930 -0.1 0.0 0.0
H -4.07690 -2.58240 -2.77500 0.0 0.1 0.0
H -2.06500 -1.43910 -1.92150 -0.1 0.0 -0.1
H 2.58490 -0.13310 -1.62250 0.1 0.1 -0.1
H 3.24550 1.20650 -3.60740 0.1 0.1 0.1
H 2.04160 0.92610 -5.74630 0.0 0.1 -0.1
H 0.16480 -0.67290 -5.89970 0.0 0.0 0.0
H -0.48080 -2.00700 -3.93820 0.1 0.0 -0.1